Entry 1:
Density functional theory data (ωB97M-V/def2-TZVPD) for a 6-piece molecular cluster, C12H36O6 overall in a non-equilibrium geometry.

Charge: 0
Spin multiplicity: 1
HOMO in eV: -9.39
SMILES: CC(C)O.CC(C)O.CC(C)O.CC(C)O.O.O
ΔE to the lowest compared entry with this formula, charge and spin in kcal per mole: 0.0
Strongest force on any atom in eV/Å: 1.868
Gap between HOMO and LUMO in eV: 9.79

Each line ends with the Löwdin charge.
CARTESIAN COORDINATES (ANGSTROEM)
O  14.543  -5.332  -13.412  -0.059
O  13.034  -7.627  -12.510  -0.071
O  15.281  -8.941  -11.231  -0.084
O  11.732  -8.943  -14.679  -0.073
O  11.022  -8.003  -10.548  -0.084
O  13.267  -8.706  -8.897  -0.075
C  15.311  -5.643  -14.545  -0.497
C  16.514  -6.480  -14.125  -0.063
C  10.539  -8.607  -15.406  -0.479
C  12.891  -6.638  -7.651  -0.061
C  10.359  -10.262  -11.052  -0.034
C  9.611  -9.818  -15.426  -0.057
C  10.864  -8.126  -16.798  -0.051
C  9.901  -8.894  -10.576  -0.455
C  14.462  -6.387  -15.591  -0.067
C  8.807  -8.334  -11.491  -0.042
C  15.047  -7.906  -7.521  -0.063
C  13.871  -7.503  -8.403  -0.492
H  16.250  -7.413  -13.616  0.072
H  9.958  -7.800  -17.314  0.087
H  17.233  -6.777  -14.893  0.076
H  15.857  -8.399  -8.068  0.078
H  14.121  -6.133  -13.046  0.048
H  12.252  -6.032  -8.304  0.071
H  8.619  -9.570  -15.806  0.085
H  9.506  -10.279  -14.444  0.065
H  13.511  -5.861  -15.711  0.072
H  12.683  -7.955  -13.367  0.036
H  10.635  -7.121  -10.440  0.116
H  12.202  -7.153  -6.978  0.086
H  7.990  -9.027  -11.673  0.087
H  13.426  -5.924  -7.020  0.080
H  8.434  -7.395  -11.068  0.082
H  14.326  -7.449  -15.402  0.068
H  15.687  -4.739  -15.027  0.132
H  14.849  -9.228  -10.415  0.005
H  10.477  -10.278  -12.140  0.067
H  14.362  -6.979  -9.234  0.136
H  14.594  -8.422  -11.686  -0.012
H  9.238  -8.052  -12.456  0.072
H  10.002  -7.846  -14.834  0.132
H  9.478  -8.995  -9.571  0.139
H  17.060  -5.920  -13.359  0.079
H  10.033  -10.574  -16.100  0.085
H  12.409  -8.425  -9.273  0.049
H  11.493  -7.236  -16.734  0.072
H  12.330  -7.833  -11.863  0.030
H  9.618  -11.027  -10.827  0.087
H  14.908  -6.287  -16.589  0.076
H  15.626  -7.039  -7.172  0.081
H  11.372  -8.867  -17.416  0.087
H  14.719  -8.465  -6.645  0.084
H  12.102  -9.728  -15.104  0.108
H  11.333  -10.526  -10.637  0.088



Entry 2:
Density functional theory data (ωB97M-V/def2-TZVPD) for one molecule with the formula C17H23N7O2 in a non-equilibrium geometry.

Charge: 0
Spin multiplicity: 1
HOMO in eV: -8.20
SMILES: CCN1CCN(c2nc(N(C)c3ccccc3)nc(N)c2[N+](=O)[O-])CC1
ΔE to the lowest compared entry with this formula, charge and spin in kcal per mole: 94.2
Strongest force on any atom in eV/Å: 1.215
Gap between HOMO and LUMO in eV: 8.43

Each line ends with the Löwdin charge.
CARTESIAN COORDINATES (ANGSTROEM)
O  -0.760  4.469  0.223  0.020
O  -1.754  3.379  -1.348  0.041
N  1.995  1.439  0.340  0.168
N  0.392  0.058  -0.717  0.175
N  1.504  3.534  1.066  0.180
N  -3.435  -0.890  0.697  -0.184
N  2.570  -0.609  -0.557  -0.040
N  -1.818  0.604  -0.804  -0.031
N  -0.953  3.426  -0.417  -0.350
C  6.572  -0.266  0.642  -0.100
C  -2.090  -0.708  -1.338  -0.121
C  3.909  -0.470  -0.152  -0.218
C  -2.976  1.279  -0.263  -0.123
C  -0.554  0.985  -0.565  -0.196
C  1.628  0.333  -0.311  -0.337
C  4.231  0.002  1.118  -0.027
C  1.112  2.421  0.436  -0.294
C  -2.607  -1.638  -0.235  -0.157
C  -4.289  -1.704  1.533  -0.250
C  2.200  -1.756  -1.357  -0.038
C  -0.201  2.299  -0.125  -0.038
C  -4.065  0.255  0.079  -0.172
C  -5.506  -2.337  0.846  -0.084
C  6.255  -0.747  -0.617  -0.089
C  5.554  0.107  1.504  -0.082
C  4.935  -0.849  -1.015  -0.029
H  -6.177  -1.570  0.468  0.065
H  4.704  -1.210  -2.005  0.108
H  2.894  -2.570  -1.158  0.094
H  -5.202  -2.973  0.018  0.061
H  2.478  3.623  1.294  0.115
H  5.792  0.474  2.492  0.102
H  7.604  -0.185  0.949  0.099
H  -2.678  1.803  0.651  0.135
H  -2.841  -0.598  -2.127  0.129
H  -1.173  -1.102  -1.771  0.110
H  3.442  0.284  1.793  0.103
H  -3.144  -2.476  -0.707  0.114
H  2.205  -1.521  -2.424  0.096
H  -3.662  -2.492  1.959  0.115
H  1.191  -2.056  -1.079  0.075
H  -4.645  -0.004  -0.822  0.121
H  0.879  4.334  1.034  0.083
H  -6.050  -2.948  1.561  0.070
H  7.040  -1.039  -1.299  0.102
H  -4.752  0.708  0.797  0.129
H  -4.636  -1.070  2.355  0.114
H  -1.764  -2.049  0.332  0.121
H  -3.357  2.024  -0.974  0.118



Entry 3:
Density functional theory data (ωB97M-V/def2-TZVPD) for C30H41As2BrCoP2 as an isolated structure.

Charge: 0
Spin multiplicity: 2
⟨S²⟩: 0.766
HOMO (spin up / spin down) in eV: -7.38 / -7.64
ΔE to the lowest compared entry with this formula, charge and spin in kcal per mole: 0.0
Strongest force on any atom in eV/Å: 0.269
Gap between HOMO and LUMO (spin up / spin down) in eV: 8.01 / 8.28

Each line ends with the Löwdin charge.
CARTESIAN COORDINATES (ANGSTROEM)
Br  -0.708  -7.934  -0.170  0.696
As  1.620  -1.268  0.246  1.186
As  2.694  2.223  0.007  1.181
Co  -0.613  -1.254  -0.482  -0.203
P  -1.721  -0.344  1.391  0.864
P  -2.564  -1.286  -1.508  0.828
C  2.377  1.260  1.703  -0.406
C  3.001  -0.960  -1.090  -0.298
C  -0.925  3.936  -2.118  -0.057
C  -0.026  2.889  -2.347  -0.295
C  -0.238  -5.364  -1.318  -0.146
C  -0.385  0.497  -1.258  -0.187
C  1.594  3.796  0.407  -0.298
C  -3.600  -0.046  -0.643  -0.374
C  2.239  1.384  4.129  -0.080
C  -0.699  -6.033  -0.197  -0.711
C  4.426  3.022  0.492  -0.325
C  1.097  3.138  -3.142  -0.070
C  -0.243  -3.975  -1.320  -0.153
C  -1.142  -3.937  0.867  -0.137
C  -1.153  -5.328  0.902  -0.141
C  -0.693  -3.203  -0.234  -0.333
C  1.320  4.397  -3.675  -0.091
C  -1.358  1.412  1.740  -0.236
C  2.308  -2.946  0.958  -0.265
C  -2.662  -0.801  -3.256  -0.228
C  -3.597  -2.786  -1.466  -0.228
C  -3.492  -0.269  0.868  -0.383
C  2.492  1.969  2.900  -0.128
C  -0.698  5.194  -2.651  -0.092
C  1.751  -0.671  3.006  -0.147
C  0.428  5.432  -3.429  -0.101
C  1.864  0.051  4.182  -0.089
C  2.006  -0.088  1.761  -0.382
C  -1.923  -0.943  3.113  -0.249
C  -0.233  1.602  -1.752  -0.157
H  3.111  -1.897  -1.638  0.027
H  -2.634  -0.317  3.657  0.046
H  -4.571  -2.603  -1.921  0.048
H  5.188  2.244  0.531  0.017
H  1.450  -1.710  3.063  0.088
H  -2.079  1.836  2.442  0.049
H  1.604  -3.380  1.663  0.019
H  4.396  3.542  1.449  0.012
H  -3.699  -0.705  -3.582  0.048
H  -3.194  0.931  -0.916  0.073
H  -2.269  -1.975  3.143  0.027
H  2.197  4.572  -4.286  0.101
H  0.605  6.416  -3.844  0.097
H  2.399  -3.637  0.121  0.030
H  -1.370  1.969  0.803  0.019
H  4.698  3.734  -0.288  0.017
H  1.891  4.272  1.340  0.019
H  -1.510  -5.857  1.777  0.096
H  3.952  -0.700  -0.626  0.028
H  -3.726  -3.122  -0.437  0.041
H  2.685  -0.171  -1.765  -0.018
H  -4.637  -0.094  -0.986  0.087
H  -2.137  0.144  -3.386  0.031
H  3.280  -2.798  1.427  0.041
H  1.658  -0.426  5.132  0.106
H  -4.025  0.503  1.428  0.084
H  -3.943  -1.229  1.137  0.076
H  0.550  3.492  0.464  0.008
H  0.123  -3.477  -2.216  0.094
H  1.795  2.331  -3.325  0.104
H  1.699  4.506  -0.414  0.022
H  -3.086  -3.588  -2.001  0.046
H  0.118  -5.921  -2.176  0.096
H  -0.957  -0.889  3.616  0.022
H  -1.800  3.753  -1.506  0.108
H  2.779  3.013  2.876  0.082
H  -2.168  -1.560  -3.865  0.049
H  -1.402  5.994  -2.458  0.100
H  2.333  1.966  5.038  0.104
H  -1.497  -3.417  1.752  0.066
H  -0.354  1.491  2.162  0.028



Entry 4:
Density functional theory data (ωB97M-V/def2-TZVPD) for C28H31N3PZr as an isolated structure.

Charge: +1
Spin multiplicity: 1
HOMO in eV: -10.09
ΔE to the lowest compared entry with this formula, charge and spin in kcal per mole: 3.0
Strongest force on any atom in eV/Å: 0.759
Gap between HOMO and LUMO in eV: 7.27

Each line ends with the Löwdin charge.
CARTESIAN COORDINATES (ANGSTROEM)
Zr  1.657  -0.514  -0.886  1.342
P  0.983  2.265  -0.375  1.095
N  -1.007  -4.047  -1.219  -0.140
N  0.719  -2.504  -0.879  0.002
N  -0.974  -2.740  0.693  -0.136
C  -0.233  -2.050  1.732  -0.029
C  3.385  -0.773  1.663  -0.129
C  -1.023  6.353  -0.947  -0.067
C  -2.119  -0.330  -1.424  -0.073
C  -0.002  2.406  3.624  -0.059
C  -0.034  2.611  2.230  -0.067
C  1.732  0.741  3.344  -0.174
C  2.979  -0.652  -2.304  -0.320
C  -1.246  3.967  -0.805  -0.088
C  0.350  6.241  -0.790  -0.067
C  -2.413  -2.774  0.907  -0.050
C  1.674  0.900  1.939  -0.245
C  -0.806  0.139  -3.388  -0.054
C  0.774  1.877  1.395  -0.332
C  0.871  1.505  4.167  -0.016
C  -1.278  0.449  -0.656  -0.112
C  -0.642  -4.210  -2.617  -0.039
C  -0.173  1.098  -1.249  -0.518
C  -1.666  -5.203  -0.617  -0.031
C  2.489  0.097  1.080  -0.273
C  3.476  -0.910  3.071  -0.072
C  0.043  0.960  -2.635  -0.139
C  -1.878  -0.489  -2.789  -0.064
C  0.931  4.991  -0.644  -0.091
C  -1.819  5.218  -0.959  -0.068
C  -0.395  -3.100  -0.471  -0.426
C  0.134  3.846  -0.640  -0.380
C  2.655  -0.186  3.887  -0.027
H  -0.626  0.031  -4.450  0.120
H  -1.449  0.581  0.407  0.108
H  -1.476  7.329  -1.065  0.111
H  1.172  -3.048  -1.606  0.061
H  0.922  1.373  5.241  0.119
H  4.189  -1.603  3.500  0.107
H  -2.931  -3.007  -0.020  0.085
H  2.005  4.902  -0.536  0.106
H  -2.687  -3.506  1.668  0.100
H  -0.455  -3.237  -3.069  0.083
H  2.709  -0.303  4.962  0.117
H  0.239  -4.847  -2.742  0.104
H  -2.731  -5.221  -0.853  0.098
H  -2.890  5.310  -1.090  0.110
H  -0.650  2.991  4.262  0.110
H  3.872  -0.019  -2.268  -0.035
H  2.988  -1.321  -3.168  -0.045
H  4.036  -1.390  1.050  0.094
H  -0.362  -0.965  1.668  0.074
H  -1.476  -4.680  -3.137  0.101
H  -1.209  -6.114  -1.006  0.100
H  0.826  -2.286  1.665  0.086
H  -1.536  -5.194  0.460  0.092
H  -0.681  3.380  1.829  0.103
H  -0.605  -2.378  2.703  0.107
H  -1.867  3.083  -0.816  0.100
H  -2.739  -1.789  1.249  0.095
H  0.832  1.513  -3.126  0.108
H  0.973  7.126  -0.791  0.111
H  -2.985  -0.801  -0.976  0.103
H  -2.550  -1.096  -3.382  0.116



Question: Among the records above, which one has the lowest strongest force on any atom?
Answer: C30H41As2BrCoP2